Entry 1:
DFT (ωB97M-V/def2-TZVPD) results for a 7-piece molecular cluster, C7H8F24NO13P2S4 overall in a non-equilibrium geometry.

CARTESIAN COORDINATES (ANGSTROEM)
C: 0.677 1.276 -0.576
C: -0.354 0.488 -1.340
O: -0.922 0.693 -2.428
N: -0.683 -0.831 -0.647
H: 0.097 -1.450 -0.819
H: -0.788 -0.874 0.356
C: -1.911 -1.548 -1.208
H: 1.690 0.937 -0.793
H: 0.511 1.142 0.493
H: 0.572 2.351 -0.722
H: -1.740 -1.802 -2.254
H: -2.556 -0.681 -1.063
H: -2.218 -2.397 -0.597
C: 3.833 3.821 -1.318
F: 5.031 4.344 -1.712
F: 2.818 4.159 -2.135
F: 3.967 2.524 -1.483
S: 3.393 4.321 0.594
O: 2.115 3.661 0.832
O: 4.454 3.772 1.386
O: 3.183 5.769 0.618
C: -2.307 1.453 3.131
F: -3.619 1.833 3.264
F: -1.643 2.235 2.195
F: -1.652 1.521 4.285
S: -2.343 -0.353 2.515
O: -3.408 -0.300 1.462
O: -0.997 -0.579 1.959
O: -2.676 -1.251 3.609
C: 3.048 -0.378 1.932
F: 3.496 0.917 2.011
F: 1.889 -0.526 2.524
F: 2.972 -0.651 0.604
S: 4.260 -1.681 2.728
O: 5.601 -0.972 2.760
O: 3.720 -1.893 4.090
O: 4.216 -2.899 1.888
C: -2.292 4.204 -2.712
F: -3.266 3.724 -3.469
F: -1.088 3.690 -2.887
F: -2.310 5.511 -2.909
S: -2.861 3.812 -0.854
O: -1.666 4.143 0.011
O: -4.000 4.668 -0.505
O: -3.187 2.346 -0.846
P: 2.115 -3.177 -2.482
F: 1.240 -2.709 -1.202
F: 0.797 -3.018 -3.413
F: 2.555 -1.646 -2.580
F: 2.919 -3.654 -3.781
F: 3.452 -3.230 -1.534
F: 1.708 -4.727 -2.131
P: -3.734 -5.143 0.746
F: -4.625 -4.078 -0.008
F: -2.349 -4.596 -0.040
F: -3.332 -4.188 1.994
F: -2.757 -6.271 1.483
F: -5.067 -5.655 1.473
F: -3.980 -6.159 -0.495

## Properties
E_HOMO in eV: 1.94
Charge: -5
Spin multiplicity: 1
HOMO-LUMO gap in Ha: 0.26943
Energy in eV: -162640.6073

Results of the Löwdin charge analysis, in e, for atoms 1 through 4:
1. C 0.03
2. C -0.29
3. O 0.08
4. N 0.09



Entry 2:
DFT (ωB97M-V/def2-TZVPD) results for C21H16BF10GeNO4PtS2 as an isolated structure in a non-equilibrium geometry.

CARTESIAN COORDINATES (ANGSTROEM)
Pt: -1.275 -1.483 1.815
F: 4.660 -0.671 2.770
C: 3.752 -1.312 2.026
F: 3.722 -2.610 2.255
F: 4.086 -1.133 0.730
S: 2.079 -0.662 2.262
O: 1.302 -1.580 1.412
O: 2.152 0.733 1.902
N: 1.888 -0.903 3.814
S: 0.510 -1.519 4.353
O: 0.339 -2.907 4.091
O: -0.653 -0.674 4.137
C: 0.810 -1.350 6.166
F: 1.303 -0.108 6.386
F: 1.696 -2.228 6.634
F: -0.340 -1.498 6.824
F: -3.379 -4.807 1.752
B: -3.232 -3.623 1.161
F: -3.304 -2.545 2.156
F: -4.037 -3.358 0.112
F: -1.801 -3.456 0.676
C: -1.297 0.281 0.925
Ge: -0.483 0.882 -0.670
C: -0.162 2.819 -0.728
C: -1.112 3.760 -1.120
C: -0.825 5.113 -0.958
C: 0.419 5.507 -0.462
C: 1.339 4.542 -0.051
C: 1.061 3.197 -0.180
C: -1.671 0.110 -2.165
C: -2.342 -1.085 -1.925
C: -3.493 -1.368 -2.633
C: -3.900 -0.490 -3.635
C: -3.165 0.684 -3.919
C: -2.032 0.958 -3.216
C: 0.915 -0.133 -1.626
C: 1.027 -1.529 -1.502
C: 2.097 -2.187 -2.114
C: 3.031 -1.433 -2.845
C: 2.935 -0.069 -2.982
C: 1.869 0.575 -2.352
H: -1.686 1.092 1.562
H: -2.077 3.456 -1.523
H: -1.520 5.867 -1.324
H: 0.673 6.550 -0.422
H: 2.269 4.868 0.358
H: 1.755 2.465 0.152
H: -1.977 -1.784 -1.185
H: -4.077 -2.261 -2.394
H: -4.748 -0.758 -4.236
H: -3.490 1.378 -4.659
H: -1.481 1.829 -3.533
H: 0.344 -2.114 -0.887
H: 2.183 -3.246 -1.969
H: 3.845 -1.940 -3.321
H: 3.699 0.497 -3.492
H: 1.798 1.662 -2.400

## Properties
E_HOMO (spin up / spin down) in eV: -8.70 / -10.08
Spin multiplicity: 5
HOMO-LUMO gap (spin up / spin down) in Ha: 0.30522 / 0.21379
Energy in eV: -140998.9578

Results of the Löwdin charge analysis, in e, for atoms 1 through 4:
1. Pt 1.24
2. F 0.15
3. C -0.68
4. F 0.16



Entry 3:
DFT (ωB97M-V/def2-TZVPD) results for C22H50NiP2Si2 as an isolated structure in a non-equilibrium geometry.

CARTESIAN COORDINATES (ANGSTROEM)
P: -0.195 -1.456 -5.292
P: 0.258 1.844 -5.270
C: -0.380 -0.448 -6.889
C: 0.376 0.878 -6.896
H: -1.475 -0.317 -7.070
H: 0.077 -1.140 -7.639
H: 1.465 0.745 -7.106
H: -0.105 1.577 -7.621
C: -1.425 2.486 -5.682
H: -1.718 3.211 -4.912
H: -2.173 1.686 -5.768
H: -1.281 2.972 -6.657
C: 1.250 3.267 -5.778
H: 0.775 3.668 -6.683
H: 2.277 2.950 -5.986
H: 1.248 4.000 -4.967
C: -1.128 -2.873 -5.911
H: -1.071 -3.678 -5.179
H: -0.649 -3.156 -6.859
H: -2.172 -2.606 -6.079
C: 1.470 -2.044 -5.806
H: 2.216 -1.234 -5.865
H: 1.273 -2.460 -6.810
H: 1.787 -2.835 -5.113
Ni: 1.095 0.203 -0.178
C: 0.437 1.977 -2.199
C: -0.883 1.767 -2.383
C: -1.633 0.748 -3.157
C: -1.995 -0.664 -2.642
C: -0.867 -1.626 -2.509
C: 0.441 -1.173 -2.216
C: 1.306 -0.237 -3.064
C: 1.671 1.173 -2.595
C: 0.424 -1.391 0.762
H: 0.700 2.969 -1.781
H: -1.526 2.391 -1.755
H: -1.155 0.592 -4.136
H: -2.615 1.206 -3.395
H: -2.538 -0.618 -1.677
H: -2.723 -1.046 -3.411
H: -1.162 -2.622 -2.092
H: 1.054 -2.012 -1.829
H: 0.781 -0.088 -4.029
H: 2.240 -0.751 -3.351
H: 2.426 1.172 -1.770
H: 2.209 1.608 -3.473
H: 0.457 -1.239 1.840
H: 1.138 -2.182 0.522
H: -0.569 -1.776 0.511
C: -2.076 2.980 2.578
Si: -1.463 1.291 1.984
C: -1.349 0.216 3.542
C: -2.823 0.569 0.905
C: 0.088 1.546 0.917
Si: 1.757 1.634 1.865
C: 2.261 0.247 3.037
C: 3.128 1.825 0.583
C: 1.708 3.216 2.907
H: -2.991 2.858 3.172
H: -2.314 3.626 1.720
H: -1.338 3.497 3.210
H: -2.337 0.225 4.037
H: -1.112 -0.838 3.326
H: -0.623 0.596 4.275
H: -2.847 1.053 -0.080
H: -2.713 -0.514 0.763
H: -3.803 0.745 1.383
H: -0.067 2.530 0.445
H: 2.591 -0.654 2.507
H: 3.115 0.603 3.632
H: 1.479 -0.044 3.755
H: 2.813 2.515 -0.212
H: 4.008 2.263 1.076
H: 3.420 0.856 0.144
H: 1.401 4.073 2.290
H: 1.022 3.141 3.762
H: 2.711 3.428 3.302

## Properties
E_HOMO (spin up / spin down) in eV: -6.40 / -7.79
Spin multiplicity: 3
Energy above the lowest of the compared OMol25 structures with the same formula, charge and spin in eV: 1.670
HOMO-LUMO gap (spin up / spin down) in Ha: 0.25271 / 0.29154
Energy in eV: -98996.2304

Results of the Löwdin charge analysis, in e, for atoms 1 through 4:
1. P 0.89
2. P 0.89
3. C -0.40
4. C -0.40



Entry 4:
DFT (ωB97M-V/def2-TZVPD) results for a 2-piece molecular cluster, C4H12N4 overall.

CARTESIAN COORDINATES (ANGSTROEM)
H: 2.826 -1.374 0.916
N: 2.057 -1.348 0.255
C: 1.041 -1.948 0.731
N: -0.098 -2.103 0.000
C: -1.396 -2.277 0.617
H: 0.990 -2.383 1.729
H: -0.067 -1.612 -0.883
H: -1.963 -3.058 0.113
H: -1.257 -2.581 1.650
H: -1.975 -1.353 0.579
C: -1.267 2.177 -1.129
N: -0.168 1.280 -1.435
C: 0.904 1.419 -0.775
N: 1.167 2.342 0.227
H: -1.997 2.132 -1.931
H: -0.959 3.219 -1.017
H: -1.786 1.891 -0.211
H: 1.750 0.784 -1.005
H: 0.360 2.764 0.660
H: 1.839 2.028 0.909

## Properties
E_HOMO in eV: -8.84
Spin multiplicity: 1
Energy above the lowest of the compared OMol25 structures with the same formula, charge and spin in eV: 0.835
HOMO-LUMO gap in Ha: 0.35709
Energy in eV: -10302.4363
SMILES: [H]/N=C/NC.C/N=C\N

Results of the Löwdin charge analysis, in e, for atoms 1 through 4:
1. H 0.03
2. N 0.05
3. C -0.34
4. N -0.06